Entry 1:
C41H53LaN10O8SSe3Te | wB97M-V/def2-TZVPD

```
! RIJCOSX wB97M-V def2-TZVPD def2/J DEFGRID3
* xyz -2 1
La -16.32 -2.63 13.36
O -14.41 1.75 12.71
C -14.67 0.52 12.78
O -15.12 -0.14 13.77
C -14.53 -0.28 11.46
C -13.78 0.17 10.33
C -13.71 -0.58 9.19
C -14.42 -1.78 9.15
C -15.05 -2.23 10.30
N -15.11 -1.50 11.42
C -15.63 -3.64 10.34
O -15.49 -4.37 9.38
O -16.25 -3.93 11.41
H -13.31 1.14 10.51
H -13.13 -0.30 8.30
H -14.39 -2.46 8.31
Se -13.31 -7.68 16.56
Se -11.37 -6.55 15.62
Te -16.07 -5.75 18.79
Se -15.09 -5.92 16.22
C -21.50 -8.67 12.96
O -21.95 -7.43 12.50
C -22.43 -6.55 13.49
C -23.64 -6.73 14.11
C -23.94 -5.97 15.21
C -23.12 -4.97 15.58
C -22.05 -4.58 14.79
C -21.66 -5.40 13.73
N -20.49 -5.22 12.97
C -19.56 -4.18 13.14
N -20.13 -3.03 12.75
C -19.66 -1.70 12.62
C -18.39 -1.28 12.90
C -18.08 0.08 12.74
C -18.99 0.94 12.22
C -20.30 0.51 11.94
C -20.62 -0.78 12.23
O -21.89 -1.32 12.05
C -22.95 -0.60 12.64
N -18.35 -4.41 13.46
C -18.04 -5.76 13.86
C -17.22 -6.53 13.06
C -16.93 -7.81 13.45
C -17.55 -8.36 14.60
C -18.38 -7.56 15.35
C -18.64 -6.28 15.03
O -19.36 -5.42 15.76
C -19.67 -5.63 17.14
H -21.04 -9.13 12.11
H -22.36 -9.39 13.28
H -20.78 -8.57 13.76
H -24.23 -7.57 13.81
H -24.79 -6.24 15.84
H -23.35 -4.34 16.44
H -21.43 -3.75 15.09
H -20.16 -6.11 12.61
H -21.09 -3.10 12.37
H -17.04 0.47 12.94
H -18.61 1.95 12.03
H -21.02 1.21 11.62
H -23.83 -1.21 12.83
H -23.24 0.23 11.99
H -22.68 -0.23 13.59
H -16.68 -6.09 12.24
H -16.13 -8.35 12.89
H -17.24 -9.38 14.91
H -18.77 -8.00 16.22
H -20.29 -4.79 17.41
H -18.69 -5.61 17.65
H -20.21 -6.55 17.38
C -17.34 -2.42 16.89
O -17.54 -3.13 15.62
H -16.28 -2.52 17.19
H -17.90 -2.79 17.72
H -17.50 -1.36 16.71
H -18.14 -3.87 15.76
N -12.63 -4.33 17.61
C -13.09 -3.13 17.75
N -13.44 -2.68 18.96
N -13.25 -2.22 16.78
C -13.58 -2.47 15.56
N -13.96 -2.61 14.45
H -12.68 -5.02 18.34
H -12.16 -4.79 16.80
H -13.50 -3.33 19.73
H -14.01 -1.84 18.99
C -14.58 4.85 17.76
C -15.41 5.12 16.46
C -14.95 4.29 15.20
C -15.65 2.92 15.12
N -15.83 2.18 16.34
C -15.03 1.29 16.99
S -15.66 0.66 18.45
N -13.88 0.87 16.56
C -12.94 1.45 15.63
C -11.90 2.45 16.27
C -10.58 1.77 16.66
C -10.75 0.71 17.72
H -15.03 5.44 18.57
H -13.48 5.08 17.70
H -14.62 3.80 18.05
H -15.45 6.17 16.24
H -16.46 4.85 16.73
H -13.84 4.21 15.23
H -15.25 4.87 14.36
H -15.15 2.34 14.34
H -16.68 3.07 14.76
H -16.60 2.47 16.96
H -13.49 0.15 17.15
H -13.40 1.90 14.76
H -12.41 0.64 15.13
H -12.35 3.01 17.07
H -11.67 3.18 15.49
H -9.81 2.49 17.04
H -10.16 1.34 15.75
H -11.17 1.10 18.65
H -9.86 0.07 17.92
H -11.52 -0.03 17.42
*
```

Values from the calculation:
- HOMO energy (eV) = -1.4
- electronic energy (Eh) = -10645.9692

Mulliken atomic charge list, values in e, 2 entries: 1.061 -0.825

Entry 2:
C41H53N10O | wB97M-V/def2-TZVPD

```
! RIJCOSX wB97M-V def2-TZVPD def2/J DEFGRID3
* xyz -1 1
C -0.79 0.50 0.09
O -1.16 -0.79 -0.03
H -0.43 0.59 1.02
H -1.60 1.10 -0.15
H 0.06 0.72 -0.70
N 1.92 -0.27 4.13
C 3.12 -0.23 4.84
C 3.31 1.05 4.98
C 2.15 1.83 4.42
C 1.18 0.95 3.97
H 1.42 -1.12 3.81
H 3.66 -1.15 4.95
H 4.19 1.30 5.42
H 2.09 2.97 4.43
H 0.27 1.22 3.53
N 0.95 -1.74 -1.73
C 1.45 -3.00 -1.40
C 2.34 -3.12 -2.44
C 2.30 -1.91 -3.35
C 1.37 -1.06 -2.85
H 0.12 -1.52 -1.34
H 1.31 -3.65 -0.56
H 2.86 -4.02 -2.52
H 2.70 -1.68 -4.26
H 0.85 -0.18 -3.21
N 0.42 4.47 0.93
C -0.95 4.32 1.15
C -1.19 4.86 2.31
C 0.18 5.48 2.84
C 1.06 5.15 1.92
H 0.86 4.12 0.22
H -1.61 3.69 0.41
H -2.00 4.93 2.89
H 0.38 6.00 3.85
H 2.29 5.10 1.59
N 3.26 0.07 -0.46
C 4.47 0.40 -0.96
C 5.05 1.27 -0.15
C 4.07 1.53 1.04
C 2.98 0.72 0.72
H 2.54 -0.56 -0.99
H 4.73 0.18 -1.92
H 6.08 1.70 -0.27
H 4.20 2.22 1.93
H 2.02 0.56 1.44
N 0.10 -1.99 2.17
C -0.56 -2.10 3.47
C 0.37 -2.67 4.27
C 1.50 -3.17 3.45
C 1.33 -2.60 2.18
H -0.47 -1.57 1.47
H -1.54 -1.74 3.49
H 0.20 -2.66 5.46
H 2.32 -3.81 3.80
H 2.10 -2.85 1.27
N -1.73 0.97 -3.93
C -1.37 1.11 -5.26
C -0.99 2.36 -5.51
C -1.02 3.03 -4.06
C -1.35 2.07 -3.18
H -2.14 0.11 -3.63
H -1.42 0.33 -5.97
H -0.55 3.03 -6.39
H -0.84 3.91 -3.84
H -1.35 2.12 -2.01
N -2.60 -1.55 -2.08
C -3.82 -1.07 -2.30
C -4.38 -1.64 -3.42
C -3.24 -2.51 -4.07
C -2.20 -2.41 -3.14
H -2.01 -1.28 -1.29
H -4.08 -0.28 -1.66
H -5.26 -1.65 -3.83
H -3.27 -3.12 -4.90
H -1.20 -2.81 -3.08
N 2.72 3.18 -1.13
C 3.49 4.38 -1.04
C 2.72 5.29 -1.63
C 1.60 4.60 -2.37
C 1.64 3.39 -2.06
H 3.00 2.07 -0.83
H 4.41 4.35 -0.45
H 2.94 6.25 -1.87
H 0.80 5.06 -3.08
H 1.11 2.47 -2.63
N -0.86 -4.74 1.19
C -0.81 -6.16 1.18
C -1.59 -6.69 0.23
C -2.06 -5.47 -0.57
C -1.72 -4.39 0.14
H -0.34 -4.15 1.86
H 0.06 -6.73 1.77
H -1.65 -7.75 -0.03
H -2.59 -5.43 -1.49
H -1.95 -3.33 -0.16
N -3.51 -0.62 1.11
C -4.02 0.50 1.87
C -5.30 0.34 2.21
C -5.62 -1.05 1.61
C -4.54 -1.58 1.05
H -2.57 -0.66 0.90
H -3.43 1.29 1.94
H -5.96 1.04 2.75
H -6.71 -1.56 1.81
H -4.27 -2.47 0.64
*
```

Values from the calculation:
- energy above the lowest of the compared OMol25 structures with the same formula, charge and spin (eV) = 6.560
- HOMO energy (eV) = -6.0
- electronic energy (Eh) = -2216.4297

Mulliken atomic charge list, values in e, 2 entries: -0.791 0.274

Entry 3:
C41H54As3GeN2OV | wB97M-V/def2-TZVPD

```
! RIJCOSX wB97M-V def2-TZVPD def2/J DEFGRID3
* xyz 1 2
V 0.75 0.32 0.48
O 0.37 2.20 1.78
C -0.99 2.48 2.18
C -1.14 2.30 3.66
C -1.77 3.29 4.41
C -1.94 3.08 5.77
C -1.46 1.91 6.33
C -0.84 0.99 5.50
N -0.69 1.17 4.19
H 0.48 2.64 0.93
H -1.67 1.83 1.63
H -1.23 3.51 1.91
H -2.12 4.19 3.93
H -2.43 3.83 6.38
H -1.56 1.70 7.39
H -0.46 0.06 5.91
C -2.58 -0.97 2.32
As -0.78 -1.40 1.70
C 0.04 -2.02 3.36
C -1.23 -3.07 0.78
C -0.14 -3.96 0.13
C -0.87 -5.25 -0.29
C 0.40 -3.32 -1.16
As 1.32 -1.58 -1.12
C 1.03 -1.19 -2.99
C 3.21 -2.05 -1.19
C 0.99 -4.26 1.12
As 1.96 -5.99 0.96
C 3.34 -5.47 2.25
C 3.05 -5.70 -0.64
H -3.29 -1.17 1.52
H -2.64 0.08 2.59
H -2.83 -1.58 3.19
H -0.54 -2.82 3.80
H 0.08 -1.16 4.03
H 1.05 -2.37 3.17
H -1.96 -2.79 0.02
H -1.76 -3.67 1.52
H -1.74 -5.02 -0.90
H -1.20 -5.81 0.59
H -0.21 -5.90 -0.87
H -0.43 -3.16 -1.86
H 1.09 -4.01 -1.65
H 1.30 -2.05 -3.60
H 1.64 -0.33 -3.29
H -0.02 -0.94 -3.14
H 3.39 -2.83 -1.92
H 3.56 -2.38 -0.21
H 3.76 -1.16 -1.47
H 0.57 -4.34 2.12
H 1.72 -3.44 1.14
H 2.90 -5.38 3.25
H 3.81 -4.52 1.98
H 4.11 -6.24 2.29
H 2.45 -5.82 -1.55
H 3.83 -6.46 -0.65
H 3.52 -4.72 -0.64
C 5.24 1.74 1.66
C 4.43 0.94 2.44
C 3.18 0.59 1.95
N 2.74 1.00 0.76
C 3.52 1.78 0.01
C 4.78 2.18 0.43
H 6.22 2.04 2.01
H 4.74 0.58 3.41
H 2.51 -0.03 2.54
H 3.11 2.09 -0.94
H 5.38 2.81 -0.21
C 0.06 1.06 -0.84
Ge -1.12 1.94 -2.08
C -2.35 0.58 -2.75
C -2.80 -0.40 -1.86
C -3.65 -1.41 -2.29
C -4.04 -1.47 -3.63
C -3.59 -0.51 -4.52
C -2.75 0.51 -4.08
C -2.08 3.30 -1.04
C -3.33 3.05 -0.49
C -3.94 4.00 0.34
C -3.30 5.20 0.61
C -2.05 5.46 0.05
C -1.45 4.51 -0.77
C -0.15 2.86 -3.50
C -0.81 3.70 -4.39
C -0.12 4.37 -5.39
C 1.25 4.22 -5.50
C 1.93 3.40 -4.61
C 1.24 2.73 -3.62
H -2.48 -0.37 -0.83
H -4.01 -2.16 -1.60
H -4.70 -2.26 -3.97
H -3.89 -0.55 -5.56
H -2.39 1.25 -4.79
H -3.85 2.12 -0.70
H -4.92 3.80 0.75
H -3.77 5.94 1.24
H -1.56 6.40 0.24
H -0.49 4.74 -1.22
H -1.89 3.84 -4.30
H -0.65 5.02 -6.07
H 1.80 4.75 -6.28
H 3.01 3.28 -4.70
H 1.77 2.09 -2.92
*
```

Values from the calculation:
- energy above the lowest of the compared OMol25 structures with the same formula, charge and spin (eV) = 0.000
- HOMO energy (alpha / beta) (eV) = -10.5 / -10.0
- electronic energy (Eh) = -11507.4357
- ⟨S²⟩ = 0.873

Mulliken atomic charge list, values in e, 2 entries: -0.052 -0.707

Entry 4:
C41H54BCl3N11ORhS5 | wB97M-V/def2-TZVPD

```
! RIJCOSX wB97M-V def2-TZVPD def2/J DEFGRID3
* xyz 2 5
Rh -0.27 0.19 -0.31
C 3.46 2.60 1.20
C 4.43 1.45 1.45
C 5.24 1.11 0.20
C 5.39 1.86 2.57
N 3.67 0.25 1.85
C 3.84 -0.43 3.02
C 3.01 -1.50 2.99
N 2.33 -1.48 1.81
B 1.30 -2.61 1.52
N 0.00 -2.34 2.33
C -0.71 -3.37 2.88
C -1.72 -2.85 3.61
N -1.65 -1.49 3.52
C -0.59 -1.20 2.73
S -0.08 0.37 2.28
C -2.60 -0.54 4.12
C -3.70 -1.29 4.87
C -3.24 0.28 3.00
C -1.85 0.36 5.11
N 1.06 -2.81 0.00
C 2.00 -3.40 -0.79
C 1.44 -3.64 -2.01
N 0.14 -3.21 -1.97
C -0.05 -2.66 -0.75
S -1.49 -1.88 -0.21
C -0.91 -3.52 -2.96
C -0.29 -4.19 -4.19
C -1.61 -2.24 -3.42
C -1.89 -4.47 -2.28
C 2.73 -0.40 1.12
S 2.14 0.06 -0.42
H 4.02 3.51 1.03
H 2.85 2.41 0.32
H 2.80 2.74 2.06
H 5.83 1.97 -0.10
H 5.93 0.30 0.41
H 4.60 0.82 -0.62
H 5.93 2.75 2.25
H 4.86 2.11 3.49
H 6.13 1.09 2.78
H 4.53 -0.15 3.78
H 2.86 -2.28 3.71
H 1.76 -3.62 1.94
H -0.45 -4.40 2.70
H -2.47 -3.37 4.17
H -4.27 -1.93 4.20
H -3.29 -1.88 5.69
H -4.38 -0.56 5.30
H -3.67 -0.38 2.26
H -4.02 0.90 3.42
H -2.51 0.93 2.52
H -1.42 -0.24 5.91
H -1.05 0.91 4.62
H -2.54 1.07 5.55
H 2.98 -3.63 -0.44
H 1.89 -4.06 -2.88
H 0.42 -3.53 -4.68
H 0.20 -5.13 -3.94
H -1.08 -4.41 -4.89
H -0.89 -1.59 -3.91
H -2.38 -2.51 -4.13
H -2.07 -1.71 -2.60
H -1.37 -5.33 -1.87
H -2.43 -3.97 -1.48
H -2.63 -4.82 -3.00
Cl 2.37 10.60 2.72
C 1.35 9.23 2.58
C 1.85 7.96 2.86
C 1.03 6.86 2.68
C -0.28 6.99 2.23
C -1.08 5.74 1.93
C -1.22 5.61 0.39
N -1.62 4.27 0.09
C -2.88 3.77 0.18
C -2.78 2.42 0.07
N -1.46 2.09 -0.08
C -0.79 3.22 -0.06
O -2.38 5.71 2.48
C -2.60 4.74 3.49
C -4.04 4.81 3.88
C -4.52 5.47 4.99
Cl -3.59 6.25 6.18
S -6.25 5.42 5.10
C -6.33 4.52 3.65
C -5.10 4.27 3.12
C -0.78 8.28 2.00
Cl -2.40 8.50 1.49
C 0.03 9.39 2.17
H 2.86 7.84 3.19
H 1.42 5.88 2.89
H -0.50 4.88 2.29
H -0.27 5.84 -0.09
H -1.98 6.31 0.05
H -3.72 4.42 0.31
H -3.55 1.68 0.12
H 0.27 3.31 -0.16
H -1.96 4.94 4.36
H -2.37 3.74 3.10
H -7.29 4.22 3.27
H -4.95 3.71 2.22
H -0.35 10.38 1.97
C 1.33 -0.44 -6.58
C 1.79 0.65 -5.60
C 0.77 0.84 -4.55
N 0.83 0.48 -3.32
N -0.29 0.70 -2.61
C -1.25 1.24 -3.33
N -2.46 1.56 -2.87
S -0.80 1.54 -4.98
H 1.93 -0.42 -7.48
H 0.29 -0.29 -6.86
H 1.43 -1.42 -6.11
H 1.92 1.59 -6.15
H 2.73 0.38 -5.14
H -2.74 1.22 -1.96
H -3.17 1.83 -3.53
*
```

Values from the calculation:
- energy above the lowest of the compared OMol25 structures with the same formula, charge and spin (eV) = 0.858
- HOMO energy (alpha / beta) (eV) = -12.1 / -12.1
- electronic energy (Eh) = -5778.8770
- ⟨S²⟩ = 6.023

Mulliken atomic charge list, values in e, 2 entries: 1.463 -1.595